140
Properties=species:S:1:pos:R:3:forces:R:3:mulliken_charge:R:1 method="wB97M-V/def2-TZVPD" energy_ha=-2942.28732 e_above_lowest_kcal_mol=54.49 e_homo_ha=-0.2774 total_charge=0 spin_multiplicity=1
N 15.71658 7.99812 11.45278 0.5 0.2 -0.3 0.078
C 14.62822 8.10460 12.25222 -1.2 0.4 0.1 -1.363
C 13.75610 9.01925 11.66792 -0.3 -1.3 1.6 0.765
C 14.33182 9.45166 10.48840 0.7 0.0 -1.1 -1.285
C 15.56326 8.82661 10.37566 -0.3 0.3 -0.6 -0.396
H 16.56618 7.51120 11.70014 -0.2 0.0 -0.2 0.219
H 14.46548 7.46960 13.11052 0.3 0.2 0.0 0.470
H 12.77986 9.27479 12.05272 0.1 0.0 0.0 0.588
H 13.84598 10.10760 9.78122 0.3 0.0 0.0 0.501
H 16.27846 8.91499 9.57124 0.1 -0.1 0.3 0.378
N 9.84456 13.79756 17.95194 1.1 -0.8 0.8 0.364
C 9.73170 15.14118 17.90389 -1.1 0.8 -0.2 -0.701
C 10.96448 15.71326 17.64258 -1.3 -0.1 0.2 -1.427
C 11.85744 14.65048 17.52452 0.3 -1.1 1.0 0.075
C 11.16054 13.47054 17.86246 1.5 0.9 -1.8 -0.854
H 9.17450 13.07332 18.16784 -0.4 0.4 -0.1 0.253
H 8.74240 15.56796 17.97846 0.2 0.2 0.1 0.496
H 11.14432 16.77660 17.58438 0.1 -0.1 -0.1 0.684
H 12.90924 14.78848 17.32184 0.1 -0.4 0.1 0.771
H 11.54426 12.46264 17.80500 -0.3 -0.1 0.2 0.412
N 7.86348 7.39392 11.85598 -0.4 -1.8 -2.1 0.029
C 7.76590 8.72918 11.64448 -0.6 -0.2 0.6 -1.128
C 7.83100 9.27279 12.89110 1.0 1.7 -0.2 0.446
C 8.11642 8.25856 13.80746 -1.2 -0.7 1.3 -0.392
C 7.97434 7.03098 13.16908 1.3 1.8 0.1 -0.828
H 7.96274 6.80616 11.04064 -0.3 -0.4 0.5 0.212
H 7.46334 9.12975 10.68822 0.3 0.0 0.0 0.465
H 7.85960 10.33388 13.09020 -0.2 -0.1 0.2 0.325
H 8.21440 8.44699 14.86636 0.1 -0.2 0.0 0.439
H 8.11688 6.03128 13.55210 -0.1 0.1 -0.4 0.405
N 17.08798 13.20176 19.18184 -0.4 -0.7 2.3 0.111
C 16.24078 14.23532 19.36081 -1.4 -0.1 3.3 -0.680
C 16.15962 14.98562 18.28359 0.1 0.9 -2.4 -0.542
C 17.00207 14.34132 17.35650 0.9 0.0 -1.7 0.065
C 17.58641 13.24076 17.94654 0.2 0.4 -1.5 -0.901
H 17.30228 12.58526 19.95260 0.2 -0.1 -0.5 0.192
H 15.67158 14.41472 20.26096 0.3 -0.4 0.3 0.376
H 15.56584 15.87306 18.12145 0.0 -0.1 0.1 0.510
H 17.16926 14.65352 16.33622 0.1 0.0 0.0 0.518
H 18.26857 12.49134 17.57312 -0.1 0.2 0.0 0.386
N 10.25125 9.45494 8.65752 -0.3 -0.4 1.2 0.046
C 11.61412 9.48682 8.53368 0.3 0.9 -2.1 -0.910
C 11.94920 10.79050 8.13842 -0.8 -0.4 1.2 -0.603
C 10.76958 11.55292 8.30756 -1.1 0.3 0.0 -0.136
C 9.71412 10.71898 8.65372 1.4 0.1 -0.7 -0.793
H 9.70754 8.61150 8.77186 0.3 0.2 0.3 0.216
H 12.22748 8.60098 8.45946 -0.3 -0.1 0.2 0.515
H 12.88154 11.23900 7.82860 0.1 -0.4 0.2 0.659
H 10.64800 12.61728 8.17056 0.2 0.0 0.0 0.645
H 8.69382 10.94402 8.92708 0.1 -0.1 -0.2 0.479
N 10.81784 11.45916 21.04170 1.1 -0.2 -2.5 0.174
C 10.27612 11.08790 22.17448 -0.1 0.7 4.6 -0.610
C 9.58390 9.94238 22.08002 -1.3 -1.3 -1.7 -0.560
C 9.59594 9.61674 20.68758 1.6 0.4 -0.2 -0.722
C 10.48766 10.51912 20.09688 -1.0 -0.6 -0.4 -0.134
H 11.54606 12.14006 20.87990 -0.3 0.0 0.3 0.258
H 10.43547 11.59534 23.11442 0.2 0.4 -0.2 0.389
H 9.07996 9.30866 22.79476 0.0 0.6 0.3 0.402
H 9.11266 8.76012 20.24147 0.2 0.1 -0.1 0.454
H 10.93910 10.57490 19.11734 -0.3 0.0 -0.1 0.362
N 15.83980 11.56774 12.07346 -0.9 1.2 0.3 0.250
C 16.14416 11.46008 13.37300 1.5 -2.3 1.5 -0.479
C 16.65938 12.63886 13.84740 -0.4 -0.4 1.0 -0.712
C 16.45556 13.58056 12.85498 -1.2 0.6 -1.5 -0.116
C 15.86126 12.88902 11.79806 0.6 1.1 -1.2 -0.595
H 15.44216 10.88408 11.44530 -0.1 -0.1 0.5 0.481
H 16.10526 10.48974 13.84560 0.1 0.0 0.1 0.482
H 17.02572 12.86690 14.83746 -0.1 -0.3 0.0 0.168
H 16.52560 14.64880 12.99764 0.2 -0.1 -0.4 0.541
H 15.37074 13.15452 10.87324 0.4 0.7 0.1 -0.046
N 7.29158 11.96372 16.18050 -1.2 1.3 -1.2 0.159
C 7.00200 11.23102 17.27756 1.6 -0.3 0.7 -0.916
C 8.16313 10.49490 17.54018 -1.5 -0.2 -0.2 -0.798
C 9.03000 10.74288 16.46085 2.2 -0.3 -0.1 0.233
C 8.52134 11.68990 15.63186 -1.7 0.4 0.7 -0.422
H 6.66620 12.65954 15.79992 0.1 -0.2 0.0 0.199
H 6.08952 11.35854 17.84108 0.1 0.0 -0.2 0.442
H 8.29226 9.79522 18.35270 0.1 0.1 -0.2 0.281
H 10.02850 10.35925 16.31182 0.0 -0.3 0.2 0.480
H 8.82185 12.25748 14.76356 0.3 -0.3 0.1 0.303
N 8.33986 16.08802 12.95500 -1.6 -1.0 -2.4 0.314
C 9.32860 15.77170 13.78660 0.2 1.3 0.8 -0.886
C 9.13892 16.68433 14.81064 1.9 -1.0 2.5 -0.119
C 7.92712 17.37293 14.69392 0.7 0.4 -0.3 -1.156
C 7.49630 16.99821 13.46644 -1.8 0.5 -0.7 -0.727
H 8.15999 15.62034 12.07808 0.0 -0.1 0.0 0.402
H 9.99766 14.95856 13.54672 0.3 0.3 0.3 0.714
H 9.80240 16.77657 15.65780 -0.1 -0.2 0.0 0.555
H 7.48998 18.09386 15.36888 0.1 -0.1 -0.1 0.462
H 6.60086 17.30995 12.94932 0.1 -0.1 -0.2 0.421
N 13.76344 11.12670 15.98318 -1.0 -0.4 -0.1 0.697
C 13.07418 9.93146 15.91608 1.2 -0.2 2.0 -0.431
C 13.08762 9.41244 17.24354 -0.7 0.6 -2.0 -0.889
C 13.67466 10.38568 18.08851 -0.2 0.0 -0.8 -0.635
C 14.03956 11.45188 17.27330 0.2 -0.3 0.7 -0.854
H 13.88284 11.72186 15.17594 0.1 0.1 0.2 -0.005
H 12.72772 9.57278 14.95810 0.0 -0.2 0.2 0.596
H 12.62038 8.48682 17.54574 0.1 0.0 0.0 0.469
H 13.77870 10.23786 19.15328 0.1 0.4 0.0 0.528
H 14.38958 12.43662 17.54564 0.4 -0.1 -0.1 0.668
N 12.39056 16.86952 13.38114 -1.0 0.6 -1.0 0.243
C 13.22952 16.68880 14.44148 -0.4 0.6 -0.5 -1.099
C 14.48366 16.56810 13.89016 0.7 -0.5 1.5 -0.894
C 14.35952 16.53656 12.50074 0.9 1.0 -1.3 -0.245
C 13.08134 16.86554 12.19902 -1.1 -0.6 0.4 -0.796
H 11.41340 17.12456 13.39690 0.0 -0.2 0.5 0.328
H 12.80666 16.78540 15.43054 0.4 -0.1 0.1 0.730
H 15.40750 16.62148 14.44700 0.0 -0.5 0.0 0.538
H 15.10898 16.46184 11.72672 0.3 -0.1 0.3 0.556
H 12.59382 17.06261 11.25566 0.0 -0.2 0.2 0.679
N 9.19804 13.15460 11.53834 0.1 0.8 -0.6 1.683
C 9.57220 14.10652 10.62494 0.1 -0.7 -0.6 -0.280
C 8.43836 14.51838 9.93446 0.8 1.3 1.1 -0.683
C 7.31978 13.97792 10.60024 0.9 -1.8 0.7 -1.257
C 7.86382 13.03482 11.52186 -2.2 1.3 -0.3 -0.425
H 9.83648 12.65994 12.14480 0.1 -0.1 0.0 -0.608
H 10.61880 14.33036 10.48026 -0.2 0.0 0.0 -0.099
H 8.45840 15.35700 9.25422 -0.1 -0.2 -0.2 0.418
H 6.28528 14.25098 10.45312 0.0 -0.4 -0.1 0.482
H 7.32510 12.44742 12.25066 0.1 -0.1 -0.1 0.381
N 14.50002 13.81918 8.65040 0.0 0.0 -0.3 0.080
C 14.90910 15.06940 8.29016 0.4 0.1 -0.8 -0.452
C 13.92646 15.98568 8.61178 1.6 -0.5 -0.3 -1.640
C 12.93306 15.23012 9.24445 -1.4 0.8 0.3 -0.015
C 13.26276 13.91364 9.20855 0.0 -0.6 0.8 -0.253
H 15.02704 12.96922 8.50930 -0.2 0.3 0.0 0.255
H 15.81242 15.15754 7.70480 0.0 0.2 0.2 0.475
H 14.03684 17.04350 8.42400 -0.3 -0.1 0.1 0.413
H 12.05930 15.65508 9.71598 -0.1 -0.2 -0.2 0.960
H 12.77822 13.07396 9.68454 0.0 0.0 -0.2 0.139
N 12.43580 13.39016 13.85024 -1.3 -0.7 -0.8 1.261
C 12.52432 13.22066 12.50266 0.1 -0.6 -0.7 0.106
C 11.91312 12.00166 12.14308 1.2 1.7 -0.6 -0.556
C 11.33482 11.47658 13.29802 0.4 0.8 2.4 -1.641
C 11.65396 12.37914 14.32918 -0.3 -0.5 0.4 -0.152
H 12.67608 14.25578 14.31184 0.1 0.0 0.2 0.092
H 12.97242 14.02316 11.93558 0.2 -0.3 -0.2 0.399
H 11.94012 11.60036 11.14076 -0.2 -0.1 0.0 -0.643
H 10.83624 10.55020 13.54214 -0.1 -0.1 -0.5 0.988
H 11.45010 12.35050 15.38938 -0.2 -0.1 -0.1 0.305

152
Properties=species:S:1:pos:R:3:forces:R:3:mulliken_charge:R:1 method="wB97M-V/def2-TZVPD" energy_ha=-6859.86225 e_above_lowest_kcal_mol=19.93 e_homo_ha=-0.3786 total_charge=+1 spin_multiplicity=1
Sc 0.23348 0.27562 1.01521 0.9 -0.5 1.1 -0.006
C 2.45126 -0.30506 5.70533 0.0 0.1 -0.1 -1.486
C 1.41150 0.38490 4.89301 -0.2 0.0 0.0 0.360
C 0.19280 0.88793 5.30744 0.0 0.0 -0.2 -0.819
C -0.43298 1.38640 4.16115 0.1 0.0 0.1 -0.776
N 0.35894 1.16099 3.09573 -0.2 -0.1 -0.2 0.206
N 1.50701 0.58932 3.57353 0.1 0.0 0.3 0.674
B 2.76756 0.56844 2.69869 -0.2 0.1 -0.1 -0.890
N 2.66465 -0.63944 1.71754 -0.3 0.0 -0.1 1.030
N 1.54524 -1.42542 1.90441 -0.2 -0.2 0.0 0.768
C 1.94925 -2.69698 1.82012 0.1 0.0 0.1 -0.780
C 3.31014 -2.73360 1.47147 0.0 0.2 -0.1 -0.648
C 3.72749 -1.42638 1.43487 0.0 -0.2 -0.2 -0.006
C 5.08845 -0.86994 1.20861 0.0 0.0 0.2 -1.687
C 1.17564 -3.88488 2.34205 -0.3 0.0 0.0 2.387
C 2.01968 -4.48056 3.48456 0.0 0.0 -0.1 -1.719
C -0.15377 -3.44246 2.94780 0.1 0.1 0.0 -1.667
C 0.97147 -4.93558 1.24775 0.1 0.1 0.0 -0.976
N 2.78424 1.84982 1.88192 0.3 0.2 0.0 0.425
N 1.96441 2.01654 0.80165 -0.2 -0.2 -0.1 1.316
C 2.28896 3.22013 0.28568 0.1 0.1 0.0 -1.554
C 3.29379 3.81092 1.05132 -0.1 -0.1 0.0 -0.793
C 3.57066 2.91655 2.06560 -0.1 0.1 -0.1 0.157
C 4.52729 3.06512 3.19797 0.0 -0.1 0.0 -1.560
C 1.65073 3.83699 -0.93248 -0.1 -0.1 0.0 2.932
C 1.60038 2.79157 -2.05277 0.0 0.1 0.2 -1.072
C 0.23749 4.30215 -0.55722 0.1 -0.1 -0.1 -0.913
C 2.46456 5.04210 -1.41063 0.0 -0.1 0.0 -2.391
C -1.72170 2.17613 4.13139 -0.1 -0.2 -0.1 2.756
C -1.79976 3.01064 2.85280 0.1 -0.1 0.1 -1.717
C -1.73667 3.11066 5.34944 0.1 -0.1 -0.1 -1.918
C -2.90866 1.20332 4.21715 0.1 0.1 0.0 -1.554
H 2.02178 -0.57014 6.66831 0.1 0.0 0.0 0.460
H 2.78796 -1.21388 5.20728 0.0 0.0 0.0 0.174
H 3.31968 0.33288 5.87214 0.0 0.0 0.0 0.231
H -0.17887 0.88935 6.31615 0.0 0.0 0.0 0.589
H 3.74112 0.47716 3.37552 0.1 0.0 0.1 -0.101
H 3.90901 -3.60516 1.27553 0.1 -0.1 0.1 0.699
H 5.58288 -1.41329 0.40656 0.0 0.0 0.0 0.509
H 5.04282 0.18851 0.95708 0.0 0.0 0.0 0.145
H 5.69212 -0.98304 2.11091 0.0 0.0 0.0 0.365
H 2.19210 -3.73154 4.25928 0.0 0.0 0.0 0.226
H 1.47942 -5.31638 3.93041 0.0 0.0 0.0 0.463
H 2.98760 -4.84297 3.14004 0.0 0.0 0.0 0.384
H 0.01616 -2.71807 3.74711 0.0 0.0 0.0 0.326
H -0.79442 -2.98046 2.21045 -0.1 -0.1 0.0 -0.008
H -0.67917 -4.29914 3.37130 0.0 0.0 0.0 0.518
H 0.50171 -4.48858 0.37295 0.1 0.0 0.0 -0.630
H 0.33964 -5.74500 1.61566 0.0 0.0 0.0 0.547
H 1.92611 -5.36478 0.94010 0.0 0.0 -0.1 0.414
H 3.77259 4.76023 0.89770 0.0 0.1 0.0 0.681
H 4.96751 4.05862 3.16511 0.0 0.0 0.0 0.476
H 4.01496 2.94057 4.15185 0.0 0.0 0.0 0.230
H 5.32456 2.32359 3.14278 0.0 0.0 0.0 0.232
H 1.09138 1.89941 -1.70052 0.0 -0.1 -0.1 -0.200
H 1.06016 3.19388 -2.91113 0.1 0.0 0.0 0.102
H 2.60915 2.51712 -2.36577 0.0 0.0 0.0 0.459
H -0.30656 3.51234 -0.04735 -0.1 0.1 0.0 -0.104
H 0.28083 5.17058 0.10095 0.0 0.0 0.1 0.481
H -0.32180 4.57928 -1.45301 0.0 0.0 0.0 0.008
H 3.50936 4.77697 -1.57466 0.0 0.0 -0.1 0.472
H 2.05113 5.40785 -2.35088 0.0 0.0 0.0 0.407
H 2.42584 5.85801 -0.68936 0.0 0.0 0.0 0.441
H -2.65909 3.68015 2.89126 -0.1 0.0 0.0 0.573
H -1.92151 2.37663 1.98019 0.0 0.1 0.0 0.108
H -0.89886 3.61556 2.73239 0.0 0.0 0.0 0.303
H -0.86612 3.76785 5.34370 0.0 0.0 0.0 0.391
H -2.63611 3.72589 5.32820 0.0 0.0 0.0 0.463
H -1.73678 2.55130 6.28437 0.0 0.0 0.0 0.348
H -2.90553 0.53331 3.36123 -0.1 0.0 0.0 -0.045
H -2.84767 0.60410 5.12665 0.0 0.0 0.0 0.388
H -3.84816 1.75759 4.23226 0.0 0.0 0.0 0.461
O -1.85219 0.12630 1.32568 0.0 0.5 0.8 -0.685
S -2.17557 -1.21098 0.77562 -0.2 -1.3 -0.2 2.194
O -2.83101 -2.10080 1.67251 -0.2 0.1 0.0 -0.636
O -0.88292 -1.68839 0.23939 0.0 0.1 0.0 -0.083
C -3.33780 -0.89403 -0.53446 0.1 0.2 0.2 0.081
C -4.47331 -1.68350 -0.62188 0.2 -0.1 0.1 -0.519
C -5.47886 -1.34905 -1.51635 0.0 0.1 -0.1 -1.008
C -5.37883 -0.19815 -2.28560 0.0 0.0 0.1 -0.729
C -4.25224 0.60326 -2.18984 0.2 0.1 0.0 -1.021
C -3.22249 0.23376 -1.33793 0.2 -0.1 0.0 -0.951
S -1.87274 1.36382 -1.18249 -0.2 1.1 -0.8 1.223
O -2.25573 2.39851 -0.28942 -0.1 0.0 0.1 -0.959
O -1.71032 1.95727 -2.57155 -0.1 -0.3 0.2 0.701
O -0.61499 0.65959 -0.86236 -0.2 0.5 -0.5 0.167
H -4.56823 -2.53753 0.03487 0.0 0.0 0.0 0.612
H -6.36079 -1.97035 -1.58716 0.0 0.0 0.0 0.478
H -6.18478 0.10283 -2.94013 0.0 -0.1 0.0 0.518
H -4.16047 1.51833 -2.75803 -0.1 0.0 -0.1 0.676
C 1.44980 -5.88869 -5.99105 0.0 0.0 0.0 -0.584
C 1.58908 -4.51520 -6.12686 0.0 0.0 0.0 -0.885
C 0.96739 -3.66542 -5.22434 0.0 0.1 0.0 -0.281
C 0.19229 -4.16602 -4.18160 -0.3 0.3 0.0 0.005
C 0.06860 -5.54570 -4.05237 -0.1 0.0 0.1 -0.109
C 0.69352 -6.40335 -4.94853 0.0 0.0 0.0 -0.798
Sb -0.62443 -2.76829 -2.71567 0.3 -0.6 -0.3 0.370
C -2.02657 -4.31671 -2.09790 0.3 0.4 0.3 1.074
C -2.07296 -5.02818 -0.90933 0.0 0.1 0.1 -0.555
C -3.03254 -6.01613 -0.71754 0.0 0.0 0.0 -0.705
C -3.95244 -6.29670 -1.71507 0.0 0.0 0.0 -0.702
C -3.93406 -5.56461 -2.89636 0.0 0.0 0.0 -0.714
C -2.98305 -4.57438 -3.07902 0.1 0.1 0.0 -0.640
C 1.40345 -2.65582 -1.89770 -0.4 0.3 0.3 0.214
C 2.36115 -3.62039 -2.20595 -0.2 -0.1 0.2 -0.304
C 3.71144 -3.31358 -2.21953 0.1 -0.1 0.0 -1.252
C 4.13456 -2.02618 -1.94323 0.1 0.1 0.0 -0.638
C 3.20911 -1.07156 -1.55843 -0.2 0.1 0.0 -0.654
C 1.85342 -1.38272 -1.51698 0.0 0.3 0.0 0.508
H 1.93403 -6.55431 -6.69323 0.0 0.0 0.0 0.386
H 2.18767 -4.10562 -6.93071 0.0 0.0 0.0 0.430
H 1.10812 -2.59258 -5.31949 0.0 0.0 -0.1 0.544
H -0.51418 -5.96461 -3.24085 0.0 0.0 0.0 0.464
H 0.59410 -7.47484 -4.82949 0.0 0.0 0.0 0.431
H -1.36844 -4.81705 -0.11982 0.0 0.0 0.1 0.328
H -3.04813 -6.57139 0.21154 0.0 0.0 0.0 0.450
H -4.68207 -7.08279 -1.57355 0.0 0.0 0.0 0.378
H -4.65447 -5.77568 -3.67645 0.0 0.0 0.0 0.461
H -2.96356 -4.01359 -4.01028 0.0 -0.1 0.0 0.430
H 2.04986 -4.61944 -2.48155 0.0 0.0 -0.1 0.598
H 4.43112 -4.07253 -2.49959 0.0 0.0 0.0 0.454
H 5.18054 -1.76409 -2.03466 0.0 0.0 0.0 0.513
H 3.52361 -0.05872 -1.33382 0.0 0.0 0.1 0.388
H 1.18030 -0.54433 -1.25703 0.1 -0.7 -0.5 0.097
C -1.83032 0.41016 -7.94476 0.2 0.0 0.1 -1.497
C -0.95137 -0.39275 -6.99113 -0.3 -0.1 0.1 -0.062
C -1.74426 -1.01055 -5.83833 0.2 0.2 -0.1 -0.002
C -2.30886 0.02295 -4.86148 0.2 0.2 0.1 -0.135
Ge -0.92451 1.25762 -4.14860 -0.1 0.0 -0.9 1.857
C -0.42997 2.88236 -5.20739 -0.1 -0.5 0.3 -1.702
C -0.96446 4.23680 -4.74711 -0.2 -0.2 0.0 0.149
C -2.49006 4.31674 -4.78670 0.2 0.3 0.1 0.259
C -2.97795 5.74497 -4.56449 -0.1 -0.1 0.0 -1.569
H -1.24291 0.80923 -8.77044 0.0 0.0 0.0 0.404
H -2.30497 1.24845 -7.43249 -0.1 0.0 -0.1 0.235
H -2.61394 -0.22608 -8.35682 0.0 0.0 0.0 0.410
H -0.16568 0.24853 -6.56861 0.1 0.0 -0.1 -0.049
H -0.45745 -1.19115 -7.54743 0.1 0.0 0.0 0.619
H -1.09944 -1.70051 -5.28961 -0.1 0.0 -0.1 -0.968
H -2.57294 -1.59792 -6.24416 0.0 -0.1 0.0 0.729
H -2.73760 -0.50475 -4.01074 0.0 0.1 0.1 -0.432
H -3.10634 0.60502 -5.32872 0.0 0.1 0.1 0.762
H 0.30025 0.50431 -3.62431 0.0 0.0 0.0 -0.541
H -0.77268 2.69178 -6.22716 0.0 -0.1 0.0 0.664
H 0.66212 2.89294 -5.24100 0.0 -0.1 0.0 0.616
H -0.54693 5.00435 -5.40537 0.0 0.0 0.1 0.780
H -0.62461 4.46099 -3.73206 0.0 0.1 0.0 -0.575
H -2.88791 3.65841 -4.00804 -0.1 0.0 -0.1 -0.126
H -2.84463 3.96678 -5.76092 0.0 -0.1 0.0 0.218
H -2.62349 6.13553 -3.60989 0.0 0.0 0.0 0.318
H -4.06600 5.79589 -4.57029 0.0 0.0 0.0 0.407
H -2.60948 6.39804 -5.35601 0.0 0.0 0.0 0.401